Entry 1:
C2H2FNO2 | ωB97M-V/def2-TZVPD

```
8
Properties=species:S:1:pos:R:3
O -0.0178 1.3029 0.4842
H -0.1896 0.5489 -1.5192
F 2.1427 -0.0208 0.4268
C -0.4036 0.3450 -0.3742
H -0.1141 0.9225 1.3130
O 1.4497 -0.5761 -0.6160
N -1.6803 -1.7539 0.3084
C -1.1869 -0.7686 -0.0229
```

## Properties
- Lowest unoccupied orbital energy (alpha / beta): -1.5 / -1.5 eV
- Charge: 0
- Energy above the lowest of the compared OMol25 structures with the same formula, charge and spin: 674.1 kJ/mol
- Electronic energy: -382.27366 Ha
- Highest occupied orbital energy (alpha / beta): -10.2614 / -10.2626 eV
- Frontier orbital gap (alpha / beta): 8.81 / 8.81 eV

Mulliken population analysis, charges in e, atoms 1 to 6: atom 1 (O): -0.37, atom 2 (H): 0.30, atom 3 (F): -0.12, atom 4 (C): 0.17, atom 5 (H): 0.32, atom 6 (O): -0.31

Entry 2:
C24H19N6NaS3 | ωB97M-V/def2-TZVPD

```
53
Properties=species:S:1:pos:R:3
C -2.5673 -4.4383 0.4550
S -3.3694 -6.5921 -0.0721
H 2.2472 -1.1894 1.9284
C -0.5917 3.5035 0.1000
C 3.3026 -1.1261 1.4970
C -2.1816 -2.9829 2.4166
H -0.3585 -0.8919 -3.8974
C -1.6790 -2.3551 -1.2785
H -1.4623 -2.9846 -5.0293
C -2.0919 -3.2236 1.0407
N -0.4636 2.3693 -0.1324
C -2.2434 -3.6383 -3.2295
H 4.2212 -1.6653 3.2699
C 4.7979 -0.4820 -0.4067
S 4.6801 0.2979 -1.9162
N -3.4101 -5.6371 -1.3624
C 3.4759 -0.6564 0.1640
S 1.9765 0.6480 -3.1341
H 6.9595 -0.6372 0.0577
H -2.6481 -3.8084 3.0060
H -2.0367 6.5133 -0.7324
H -2.6424 -4.5700 -3.6023
H -2.8603 4.9108 -0.3620
H -1.6822 -1.4516 3.9078
N -1.0893 -1.3938 -2.0419
C 5.7268 -1.1368 1.7662
H -2.4323 4.5287 1.8293
N 2.4665 -0.2505 -0.6069
C -2.8970 -4.4882 -0.9602
H -1.7048 5.0401 -1.6750
H -1.2129 0.2446 2.2797
C -0.8690 4.9116 0.3579
C -1.9186 5.4199 -0.6545
H -1.3939 5.9832 2.1366
H -0.8813 4.2805 2.3597
C -1.7894 -2.1496 0.1270
H 1.1461 5.4252 1.0189
C -1.7622 -1.7303 2.8835
C 2.8546 0.2011 -1.8034
C -2.3590 -3.4419 -1.8637
C 5.9035 -0.6959 0.4288
N -2.8294 -5.5858 1.0624
H 6.6194 -1.1683 2.4502
C -1.4277 4.9562 1.7656
C -1.4907 -0.7116 1.9223
C -1.6438 -2.6546 -4.0080
H 0.9121 5.5380 -0.7182
C -0.9451 -1.6147 -3.3093
N -1.4224 -0.9375 0.5919
C 0.4046 5.7617 0.2208
H 0.1388 6.7838 0.3005
C 4.4094 -1.3104 2.2632
Na 0.1142 0.2829 -0.8111
```

## Properties
- Lowest unoccupied orbital energy: -0.9 eV
- Charge: 0
- Electronic energy: -2611.44146 Ha
- Highest occupied orbital energy: -6.3666 eV
- Frontier orbital gap: 5.46 eV

Mulliken population analysis, charges in e, atoms 1 to 6: atom 1 (C): 0.69, atom 2 (S): 0.15, atom 3 (H): 0.22, atom 4 (C): -0.41, atom 5 (C): -0.50, atom 6 (C): -0.47

Entry 3:
C13H45B5Br3O6S3V | ωB97M-V/def2-TZVPD

```
76
Properties=species:S:1:pos:R:3
H -1.8954 -1.8747 2.8038
H 2.0715 -2.0409 4.1394
H -0.6509 -0.9288 0.7207
H -3.5205 0.3602 3.0776
Br -0.3852 -3.5398 -0.5146
H 0.7928 -2.4231 -3.7122
H 1.5339 -3.4099 3.1638
O -1.6054 3.4460 2.7340
H 1.5753 -1.2433 -1.0835
Br -1.4120 -2.8822 -3.4518
V 0.2711 1.5558 -0.5805
B -0.4048 0.0323 -0.5636
H 2.5792 1.9068 -1.2554
H 0.3156 0.7468 0.9658
H -1.7377 2.5278 -2.0348
C 1.4350 -2.3816 -2.8325
H -3.9769 2.4667 0.3188
H -2.2299 2.7091 -0.0701
H 3.3703 -3.2962 -3.7966
B 1.2836 0.9367 0.5286
Br -3.1775 -1.8315 -0.8117
H 1.5074 2.2977 -2.6097
H -0.4789 -3.0646 4.3205
C -0.0629 -2.1281 3.9490
O 2.7439 -0.8568 -5.2427
H 0.2737 -0.7572 -1.9902
H -1.4150 -0.1641 -0.8880
H 0.7085 2.8280 -0.0665
H -0.3543 1.6493 0.6430
O 1.9293 -0.0693 1.9739
H -0.9352 -1.2216 -1.6393
C 2.3186 -0.0585 -2.7216
H -0.3131 -2.6343 1.1585
H 1.0089 2.6868 -0.9235
C 2.9308 -2.5029 -3.1918
H -2.3025 0.5086 -0.4212
B 1.5526 2.0149 -1.5694
H -0.0667 -0.9115 -0.1644
H 1.1224 -3.2093 -2.1958
O 4.7666 -0.6863 -3.7076
H -0.3081 1.4846 -2.1702
H -3.6053 0.0268 0.6247
O -4.1327 3.0699 2.9702
H -1.1784 -0.3686 3.0973
C -0.9154 -1.4036 2.8786
H 2.8924 0.2578 -1.8506
H 0.1616 2.9771 1.5992
C -2.5571 0.8210 2.8593
C 1.3059 -1.0798 -2.1269
H -0.2051 2.8484 -1.1420
H 1.2584 0.4083 -0.4118
H 1.8715 0.8474 -3.1309
H 1.5152 1.9674 0.3089
H -1.0648 3.1572 0.2963
H 1.0906 1.0421 -1.5028
C -2.9492 2.2272 0.5920
S 1.5091 -1.4449 1.7759
C -1.3627 -2.2234 -1.5979
C 1.3434 -2.3618 3.3945
H -0.0988 -1.5183 4.8517
S -2.7764 2.6048 2.4702
B -0.1329 2.7044 0.5976
O 2.2579 -2.3133 0.8630
C -1.8457 0.1897 1.6663
H 0.1877 0.3580 -1.4045
H -1.8647 -0.8972 1.7468
C -0.3052 -1.6011 1.5059
H -1.9142 0.7703 3.7381
H -0.8375 0.5707 1.5040
H 2.0516 0.4939 1.1438
H -0.5967 0.8089 0.1605
H 3.5059 -2.4288 -2.2689
C -2.7341 0.6791 0.5651
B -0.8948 2.1049 -1.5104
H -1.2176 1.5650 -0.6338
S 3.3797 -0.9010 -3.9174
```

## Properties
- Lowest unoccupied orbital energy (alpha / beta): 4.0 / 4.0 eV
- <S²>: 2.008
- Charge: -2
- Spin multiplicity: 3
- Energy above the lowest of the compared OMol25 structures with the same formula, charge and spin: 5378.6 kJ/mol
- Electronic energy: -10956.13239 Ha
- Highest occupied orbital energy (alpha / beta): 0.7277 / -0.6952 eV
- Frontier orbital gap (alpha / beta): 3.31 / 4.70 eV

Mulliken population analysis, charges in e, atoms 1 to 6: atom 1 (H): 0.48, atom 2 (H): 0.46, atom 3 (H): 1.66, atom 4 (H): 0.34, atom 5 (Br): -0.41, atom 6 (H): 0.44